(1)
{
  "formula": "C33H24Br2N3O2PSe2Tc",
  "method": "ωB97M-V/def2-TZVPD",
  "symbols": ["Tc", "Br", "C", "C", "C", "C", "O", "C", "C", "N", "C", "C", "C", "C", "C", "C", "C", "C", "N", "C", "C", "H", "H", "H", "H", "H", "H", "H", "H", "H", "H", "O", "C", "C", "C", "N", "C", "Br", "C", "H", "H", "H", "H", "Se", "P", "Se", "C", "C", "C", "C", "C", "C", "C", "C", "C", "C", "C", "C", "H", "H", "H", "H", "H", "H", "H", "H", "H", "H"],
  "positions_angstrom": [[-9.501, -13.840, 14.806], [-5.574, -13.596, 21.249], [-6.327, -13.675, 19.542], [-5.442, -13.485, 18.439], [-5.908, -13.445, 17.131], [-7.293, -13.508, 16.856], [-7.714, -13.337, 15.652], [-8.210, -13.782, 17.978], [-9.593, -14.059, 17.822], [-10.168, -14.421, 16.678], [-11.447, -14.998, 16.708], [-12.259, -15.256, 17.800], [-13.503, -15.907, 17.680], [-14.034, -16.208, 16.427], [-13.212, -16.018, 15.270], [-13.531, -16.380, 13.931], [-12.660, -16.158, 12.886], [-11.490, -15.436, 13.148], [-11.092, -15.058, 14.397], [-11.950, -15.390, 15.410], [-7.691, -13.811, 19.274], [-4.387, -13.347, 18.764], [-5.170, -13.350, 16.335], [-10.119, -14.175, 18.780], [-11.927, -14.969, 18.787], [-14.157, -16.009, 18.571], [-15.064, -16.588, 16.279], [-14.502, -16.877, 13.783], [-12.924, -16.463, 11.876], [-10.860, -15.156, 12.299], [-8.374, -13.899, 20.130], [-6.446, -17.915, 19.746], [-6.929, -17.810, 18.467], [-8.131, -18.325, 18.014], [-8.371, -18.313, 16.662], [-7.486, -17.831, 15.801], [-6.399, -17.244, 16.234], [-5.201, -16.436, 15.027], [-6.007, -17.272, 17.594], [-7.042, -18.211, 20.432], [-8.874, -18.823, 18.612], [-9.326, -18.741, 16.269], [-5.031, -16.905, 17.884], [-10.730, -12.080, 14.725], [-8.732, -13.172, 11.013], [-8.008, -14.431, 12.773], [-8.454, -11.405, 11.422], [-9.319, -10.477, 10.779], [-9.236, -9.107, 11.081], [-8.267, -8.694, 11.990], [-7.421, -9.568, 12.625], [-7.548, -10.929, 12.370], [-7.410, -13.560, 9.837], [-7.726, -14.329, 8.660], [-6.650, -14.631, 7.788], [-5.376, -14.090, 7.956], [-5.119, -13.322, 9.087], [-6.106, -13.087, 10.063], [-10.060, -10.789, 10.037], [-9.826, -8.369, 10.573], [-8.142, -7.656, 12.154], [-6.605, -9.152, 13.199], [-7.039, -11.628, 13.066], [-8.747, -14.653, 8.429], [-6.884, -15.211, 6.914], [-4.589, -14.224, 7.233], [-4.145, -12.872, 9.218], [-5.823, -12.521, 11.009]],
  "multiplicity": 4,
  "de_lowest_ev": 3.2816,
  "lumo_energy_ha": [-0.261, -0.338],
  "total_charge": 2,
  "gap_ev": [6.19, 4.02],
  "homo_ha": [-0.488, -0.485]
}

(2)
{
  "formula": "C33H24Cl2FeN5O2",
  "method": "ωB97M-V/def2-TZVPD",
  "symbols": ["Fe", "O", "C", "N", "C", "C", "C", "C", "C", "C", "N", "C", "C", "C", "C", "C", "N", "H", "H", "H", "H", "H", "H", "H", "H", "H", "H", "Cl", "C", "C", "C", "Cl", "C", "C", "C", "C", "N", "C", "C", "O", "H", "H", "H", "H", "N", "C", "C", "C", "C", "C", "C", "C", "C", "C", "C", "C", "C", "H", "H", "H", "H", "H", "H", "H", "H", "H", "H"],
  "positions_angstrom": [[0.499, -0.046, 0.164], [0.866, -3.792, -1.404], [0.420, -2.864, -0.700], [1.084, -1.882, -0.143], [2.538, -2.007, -0.174], [3.189, -0.776, -0.737], [4.400, -0.821, -1.421], [4.982, 0.358, -1.846], [4.341, 1.557, -1.579], [3.130, 1.517, -0.914], [2.557, 0.383, -0.509], [-1.039, -2.988, -0.322], [-1.662, -4.169, -0.720], [-2.939, -4.480, -0.302], [-3.600, -3.596, 0.537], [-2.966, -2.429, 0.878], [-1.727, -2.130, 0.455], [2.863, -2.893, -0.715], [2.884, -2.082, 0.864], [4.869, -1.778, -1.608], [5.923, 0.343, -2.380], [4.768, 2.503, -1.882], [2.586, 2.428, -0.687], [-1.077, -4.822, -1.349], [-3.415, -5.400, -0.614], [-4.598, -3.794, 0.902], [-3.429, -1.665, 1.488], [2.781, -0.220, 4.534], [2.188, 1.163, 3.674], [2.391, 2.446, 4.199], [1.936, 3.559, 3.554], [2.217, 5.138, 4.250], [1.243, 3.445, 2.331], [0.726, 4.526, 1.581], [0.065, 4.280, 0.419], [-0.089, 2.953, -0.027], [0.392, 1.924, 0.623], [1.045, 2.146, 1.804], [1.516, 0.958, 2.473], [1.297, -0.187, 1.940], [2.920, 2.557, 5.136], [0.851, 5.539, 1.939], [-0.349, 5.094, -0.160], [-0.640, 2.729, -0.935], [0.178, 0.108, -1.869], [-1.057, -0.440, -2.385], [-1.121, -1.075, -3.614], [-2.342, -1.545, -4.081], [-3.489, -1.353, -3.323], [-3.407, -0.737, -2.081], [-2.184, -0.296, -1.579], [-2.048, 0.197, -0.186], [-2.756, 1.298, 0.273], [-2.772, 1.656, 1.615], [-2.137, 0.798, 2.548], [-1.509, -0.343, 2.159], [-1.321, -0.680, 0.747], [0.967, -0.339, -2.324], [0.218, 1.096, -2.105], [-0.220, -1.200, -4.204], [-2.396, -2.049, -5.038], [-4.445, -1.702, -3.690], [-4.294, -0.620, -1.469], [-3.288, 1.910, -0.450], [-3.293, 2.545, 1.944], [-2.171, 1.041, 3.604], [-1.053, -0.998, 2.893]],
  "multiplicity": 2,
  "de_lowest_ev": 0.0000,
  "lumo_energy_ha": [-0.010, -0.009],
  "gap_ev": [5.43, 6.56],
  "homo_ha": [-0.210, -0.250]
}

(3)
{
  "formula": "C33H24N2O8",
  "method": "ωB97M-V/def2-TZVPD",
  "symbols": ["N", "C", "C", "N", "C", "C", "O", "O", "C", "O", "O", "H", "H", "H", "H", "H", "H", "H", "H", "C", "C", "C", "C", "C", "C", "C", "O", "C", "C", "C", "C", "C", "C", "C", "O", "H", "H", "H", "H", "H", "H", "H", "H", "C", "C", "C", "C", "C", "C", "C", "O", "C", "C", "C", "C", "C", "C", "C", "O", "H", "H", "H", "H", "H", "H", "H", "H"],
  "positions_angstrom": [[1.111, 0.048, 1.839], [2.083, 0.839, 1.050], [2.310, 2.214, 1.798], [2.513, 1.961, 3.242], [2.071, 3.212, 3.928], [2.307, 3.318, 5.486], [2.240, 4.494, 5.967], [2.503, 2.334, 6.280], [3.932, 1.622, 3.483], [4.897, 2.163, 2.884], [4.188, 0.660, 4.319], [0.878, -0.768, 1.258], [1.553, -0.352, 2.672], [3.074, 0.328, 0.914], [1.595, 1.099, 0.064], [1.367, 2.834, 1.723], [3.119, 2.839, 1.325], [0.947, 3.255, 3.790], [2.462, 4.152, 3.430], [-1.693, 0.973, -4.043], [-2.346, 1.522, -5.144], [-2.326, 2.893, -5.353], [-1.663, 3.724, -4.453], [-1.029, 3.175, -3.337], [-1.036, 1.797, -3.141], [-0.360, 4.052, -2.343], [0.193, 3.576, -1.376], [-0.388, 5.521, -2.550], [0.186, 6.358, -1.597], [0.177, 7.732, -1.787], [-0.397, 8.275, -2.934], [-0.974, 7.445, -3.884], [-0.980, 6.066, -3.690], [-1.632, 5.189, -4.694], [-2.138, 5.662, -5.697], [-1.701, -0.099, -3.886], [-2.869, 0.877, -5.842], [-2.831, 3.315, -6.213], [-0.534, 1.367, -2.282], [0.636, 5.940, -0.704], [0.619, 8.382, -1.042], [-0.397, 9.349, -3.084], [-1.424, 7.872, -4.772], [-0.852, -6.986, 4.834], [-0.061, -5.840, 4.837], [0.182, -5.160, 3.653], [-0.355, -5.631, 2.458], [-1.128, -6.794, 2.451], [-1.384, -7.463, 3.645], [-1.666, -7.334, 1.178], [-2.344, -8.346, 1.170], [-1.357, -6.623, -0.089], [-1.806, -7.147, -1.298], [-1.534, -6.484, -2.486], [-0.819, -5.288, -2.469], [-0.365, -4.766, -1.268], [-0.625, -5.436, -0.076], [-0.103, -4.885, 1.201], [0.522, -3.847, 1.218], [-1.048, -7.511, 5.762], [0.364, -5.475, 5.765], [0.794, -4.265, 3.660], [-1.994, -8.359, 3.647], [-2.365, -8.075, -1.316], [-1.879, -6.896, -3.427], [-0.613, -4.767, -3.397], [0.194, -3.838, -1.260]],
  "lumo_energy_ha": 0.065,
  "total_charge": -2,
  "gap_ev": 1.84,
  "homo_ha": -0.003
}

(4)
{
  "formula": "C33H25BrFeN4O4P",
  "method": "ωB97M-V/def2-TZVPD",
  "symbols": ["Fe", "O", "C", "C", "C", "C", "C", "C", "C", "N", "C", "C", "N", "H", "H", "H", "H", "H", "H", "H", "O", "C", "C", "C", "C", "C", "C", "C", "P", "C", "C", "C", "C", "C", "C", "C", "C", "C", "C", "C", "C", "H", "H", "H", "H", "H", "H", "H", "H", "H", "H", "H", "H", "H", "H", "O", "N", "O", "Br", "C", "C", "C", "C", "N", "C", "H", "H", "H", "H"],
  "positions_angstrom": [[0.028, -0.421, -0.134], [-0.046, 0.089, 1.820], [0.878, 0.026, 2.712], [0.507, 0.010, 4.083], [1.438, -0.012, 5.093], [2.799, -0.048, 4.795], [3.197, -0.046, 3.475], [2.277, 0.001, 2.419], [2.740, -0.015, 1.047], [2.018, -0.160, -0.059], [2.892, -0.175, -1.116], [4.160, -0.028, -0.662], [4.056, 0.075, 0.703], [-0.551, 0.014, 4.309], [1.116, -0.015, 6.128], [3.537, -0.089, 5.585], [4.258, -0.108, 3.261], [2.554, -0.299, -2.128], [5.104, 0.006, -1.172], [4.812, 0.233, 1.342], [0.083, -1.008, -2.073], [0.025, 0.225, -1.949], [-0.014, 1.431, -2.613], [0.082, 1.549, -4.040], [0.097, 2.784, -4.628], [0.028, 3.953, -3.853], [-0.073, 3.866, -2.463], [-0.125, 2.643, -1.828], [-0.156, 2.337, -0.030], [0.126, 4.077, 0.561], [-0.880, 5.038, 0.673], [-0.593, 6.308, 1.147], [0.700, 6.642, 1.526], [1.705, 5.691, 1.429], [1.418, 4.422, 0.952], [-1.947, 2.354, 0.383], [-2.960, 2.575, -0.546], [-4.277, 2.695, -0.125], [-4.595, 2.600, 1.220], [-3.592, 2.357, 2.150], [-2.278, 2.233, 1.732], [0.155, 0.644, -4.628], [0.170, 2.868, -5.707], [0.060, 4.922, -4.335], [-0.121, 4.779, -1.883], [-1.892, 4.805, 0.372], [-1.381, 7.049, 1.219], [0.922, 7.635, 1.898], [2.714, 5.943, 1.729], [2.203, 3.678, 0.868], [-2.719, 2.655, -1.599], [-5.062, 2.875, -0.850], [-5.619, 2.723, 1.549], [-3.837, 2.265, 3.201], [-1.490, 2.033, 2.446], [0.766, -4.196, -0.302], [-0.097, -3.465, 0.147], [0.202, -2.303, 0.553], [-5.118, -0.459, -2.801], [-4.102, -0.770, -1.223], [-4.725, -1.272, -0.095], [-3.905, -1.414, 1.021], [-2.575, -1.073, 0.952], [-1.988, -0.566, -0.146], [-2.776, -0.413, -1.224], [-5.767, -1.552, -0.093], [-4.319, -1.785, 1.948], [-1.919, -1.200, 1.801], [-2.320, 0.018, -2.103]],
  "multiplicity": 5,
  "de_lowest_ev": 0.0000,
  "lumo_energy_ha": [0.089, 0.088],
  "total_charge": -1,
  "gap_ev": [5.25, 6.55],
  "homo_ha": [-0.104, -0.152]
}

What did the first record say?
{
  "formula": "C33H24Br2N3O2PSe2Tc",
  "method": "ωB97M-V/def2-TZVPD",
  "symbols": ["Tc", "Br", "C", "C", "C", "C", "O", "C", "C", "N", "C", "C", "C", "C", "C", "C", "C", "C", "N", "C", "C", "H", "H", "H", "H", "H", "H", "H", "H", "H", "H", "O", "C", "C", "C", "N", "C", "Br", "C", "H", "H", "H", "H", "Se", "P", "Se", "C", "C", "C", "C", "C", "C", "C", "C", "C", "C", "C", "C", "H", "H", "H", "H", "H", "H", "H", "H", "H", "H"],
  "positions_angstrom": [[-9.501, -13.840, 14.806], [-5.574, -13.596, 21.249], [-6.327, -13.675, 19.542], [-5.442, -13.485, 18.439], [-5.908, -13.445, 17.131], [-7.293, -13.508, 16.856], [-7.714, -13.337, 15.652], [-8.210, -13.782, 17.978], [-9.593, -14.059, 17.822], [-10.168, -14.421, 16.678], [-11.447, -14.998, 16.708], [-12.259, -15.256, 17.800], [-13.503, -15.907, 17.680], [-14.034, -16.208, 16.427], [-13.212, -16.018, 15.270], [-13.531, -16.380, 13.931], [-12.660, -16.158, 12.886], [-11.490, -15.436, 13.148], [-11.092, -15.058, 14.397], [-11.950, -15.390, 15.410], [-7.691, -13.811, 19.274], [-4.387, -13.347, 18.764], [-5.170, -13.350, 16.335], [-10.119, -14.175, 18.780], [-11.927, -14.969, 18.787], [-14.157, -16.009, 18.571], [-15.064, -16.588, 16.279], [-14.502, -16.877, 13.783], [-12.924, -16.463, 11.876], [-10.860, -15.156, 12.299], [-8.374, -13.899, 20.130], [-6.446, -17.915, 19.746], [-6.929, -17.810, 18.467], [-8.131, -18.325, 18.014], [-8.371, -18.313, 16.662], [-7.486, -17.831, 15.801], [-6.399, -17.244, 16.234], [-5.201, -16.436, 15.027], [-6.007, -17.272, 17.594], [-7.042, -18.211, 20.432], [-8.874, -18.823, 18.612], [-9.326, -18.741, 16.269], [-5.031, -16.905, 17.884], [-10.730, -12.080, 14.725], [-8.732, -13.172, 11.013], [-8.008, -14.431, 12.773], [-8.454, -11.405, 11.422], [-9.319, -10.477, 10.779], [-9.236, -9.107, 11.081], [-8.267, -8.694, 11.990], [-7.421, -9.568, 12.625], [-7.548, -10.929, 12.370], [-7.410, -13.560, 9.837], [-7.726, -14.329, 8.660], [-6.650, -14.631, 7.788], [-5.376, -14.090, 7.956], [-5.119, -13.322, 9.087], [-6.106, -13.087, 10.063], [-10.060, -10.789, 10.037], [-9.826, -8.369, 10.573], [-8.142, -7.656, 12.154], [-6.605, -9.152, 13.199], [-7.039, -11.628, 13.066], [-8.747, -14.653, 8.429], [-6.884, -15.211, 6.914], [-4.589, -14.224, 7.233], [-4.145, -12.872, 9.218], [-5.823, -12.521, 11.009]],
  "multiplicity": 4,
  "de_lowest_ev": 3.2816,
  "lumo_energy_ha": [-0.261, -0.338],
  "total_charge": 2,
  "gap_ev": [6.19, 4.02],
  "homo_ha": [-0.488, -0.485]
}